Formula: C2H3ClO2
Source: the Open Molecules 2025 dataset
Level of theory: wB97M-V/def2-TZVPD

Structure (XYZ):
```
8
Properties=species:S:1:pos:R:3:forces:R:3:mulliken_charge:R:1
C 1.38848 1.28180 0.11106 -0.95 -1.99 -0.08 0.17
C -0.73843 0.28109 -0.51139 0.71 3.03 0.10 -0.14
O 2.16215 2.13807 -0.09030 -0.80 0.08 -0.19 -0.31
O -0.76226 -0.90225 0.04077 0.85 -1.47 -1.36 -0.39
Cl -2.03871 1.35306 0.09568 0.33 -0.09 -0.15 -0.19
H -0.76110 0.22843 -1.56204 0.12 0.12 -1.17 0.35
H 1.60508 0.34523 0.71793 0.07 0.47 0.02 0.16
H -0.85915 -0.75240 0.94474 -0.34 -0.16 2.83 0.33
```
Forces are in eV/Å.

For the HOMO energy (spin up / spin down), the calculation gives -8.16 / -8.24 eV. For the orbital gap (spin up / spin down), the calculation gives 8.4 / 8.5 eV. The value obtained for the energy above the lowest of the compared OMol25 structures with the same formula, charge and spin is 85.33 kcal/mol.

Formula: C7H11N2O2S
Source: the Open Molecules 2025 dataset
Level of theory: wB97M-V/def2-TZVPD

Structure (XYZ):
```
23
Properties=species:S:1:pos:R:3:forces:R:3:mulliken_charge:R:1
C -0.11322 -4.41815 -1.47634 2.18 0.91 4.28 -0.58
O -0.50875 -3.04499 -1.08367 0.27 0.58 0.98 -0.29
C 0.11346 -2.36813 -0.06440 -0.12 -2.65 -2.43 0.38
O 1.02089 -2.75590 0.59934 0.11 -0.04 0.71 -0.49
C -0.39658 -1.00426 -0.04622 -0.63 3.37 2.57 0.43
N -0.72577 -0.33823 -1.04752 0.06 -2.50 -0.99 -0.32
C -1.10000 0.93312 -0.84288 -2.09 2.23 0.71 -0.45
N -0.89274 1.24889 0.69756 0.49 2.34 -1.06 -0.16
C 0.02805 2.48929 0.89624 -0.76 0.72 1.67 -0.66
C 1.40746 1.99205 0.75619 -0.89 -1.88 0.55 -0.65
S 1.50066 0.36372 1.59617 -1.40 0.09 -0.14 -0.02
C -0.32579 0.04945 1.30182 1.59 -1.35 -2.81 -0.23
H -0.23728 -4.42962 -2.49169 -0.58 -0.31 -2.41 0.26
H -0.75029 -5.11269 -0.87490 0.72 0.42 -0.80 0.25
H 1.01791 -4.50535 -1.21922 -2.05 -0.25 -0.37 0.30
H -0.45940 1.62779 -1.31907 0.49 0.69 -0.92 0.37
H -2.19906 1.16603 -1.10230 1.66 -0.49 0.35 0.33
H -1.78935 1.61755 0.98913 -0.37 -0.84 0.83 0.40
H -0.02524 2.84347 1.97419 -0.82 -0.41 -1.31 0.36
H -0.28792 3.30002 0.18229 0.29 -0.89 0.72 0.37
H 1.62491 1.93625 -0.24586 1.11 -0.44 -2.35 0.39
H 2.13492 2.50243 1.28356 1.27 1.72 0.78 0.47
H -0.88818 -0.15343 2.15500 -0.54 -1.03 1.45 0.53
```
Forces are in eV/Å.

The charge is +1. For the HOMO energy, the calculation gives -13.11 eV. Its SMILES is COC(=O)C1=NC[N@@H+]2CCS[C@H]12. For the orbital gap, the calculation gives 9.3 eV. The value obtained for the energy above the lowest of the compared OMol25 structures with the same formula, charge and spin is 26.43 kcal/mol.

Question: Among the records above, which one has the highest energy above the lowest of the compared OMol25 structures with the same formula, charge and spin?
Answer: C2H3ClO2

Repeat the first record exactly.
Formula: C2H3ClO2
Source: the Open Molecules 2025 dataset
Level of theory: wB97M-V/def2-TZVPD

Structure (XYZ):
```
8
Properties=species:S:1:pos:R:3:forces:R:3:mulliken_charge:R:1
C 1.38848 1.28180 0.11106 -0.95 -1.99 -0.08 0.17
C -0.73843 0.28109 -0.51139 0.71 3.03 0.10 -0.14
O 2.16215 2.13807 -0.09030 -0.80 0.08 -0.19 -0.31
O -0.76226 -0.90225 0.04077 0.85 -1.47 -1.36 -0.39
Cl -2.03871 1.35306 0.09568 0.33 -0.09 -0.15 -0.19
H -0.76110 0.22843 -1.56204 0.12 0.12 -1.17 0.35
H 1.60508 0.34523 0.71793 0.07 0.47 0.02 0.16
H -0.85915 -0.75240 0.94474 -0.34 -0.16 2.83 0.33
```
Forces are in eV/Å.

For the HOMO energy (spin up / spin down), the calculation gives -8.16 / -8.24 eV. For the orbital gap (spin up / spin down), the calculation gives 8.4 / 8.5 eV. The value obtained for the energy above the lowest of the compared OMol25 structures with the same formula, charge and spin is 85.33 kcal/mol.

Question: Among the records above, which one has the lowest energy above the lowest of the compared OMol25 structures with the same formula, charge and spin?
Answer: C7H11N2O2S